(1)
Density functional theory data (ωB97M-V/def2-TZVPD) for a molecular structure, C28H10BrCeCl5F12N2O4 at a distorted geometry.

- electronic energy (eV) = -218570.5890
- HOMO level (spin up / spin down) (eV) = -4.8 / -5.5
- HOMO-LUMO gap (spin up / spin down) (eV) = 6.407 / 7.059
- total charge = -1
- expectation value of S² = 0.751
- ΔE to the lowest compared entry with this formula, charge and spin (kcal/mol) = 0.00
- spin multiplicity = 2

Last column: Mulliken charge in e.
Positions of all 63 atoms, in Å:
Ce: 0.783554 -0.064871 -0.257860  0.7537
Br: 0.353544 0.719764 7.391580  -0.2512
C: 0.145080 0.275695 5.552300  -0.1604
C: 0.267293 -1.062712 5.153121  -0.4975
C: 0.122382 -1.387473 3.832701  -0.6744
C: -0.119018 -0.402061 2.831164  -0.0069
O: -0.286531 -0.741970 1.611294  -0.2719
C: -0.199073 0.962124 3.268776  0.8649
C: -0.351751 2.053264 2.354050  -0.4334
N: -0.226444 1.972518 1.076751  0.5127
C: -0.264916 3.115007 0.278394  0.4570
C: 0.041163 4.391861 0.697974  -0.5473
C: -0.015668 5.487516 -0.179704  -1.1006
C: -0.369964 5.320188 -1.487729  -0.9156
C: -0.636792 4.024559 -1.981848  1.2190
C: -0.922895 3.770595 -3.340017  -0.9621
C: -1.117256 2.485907 -3.758587  -0.8612
C: -1.015732 1.447078 -2.819376  -0.2946
N: -0.746551 1.641054 -1.550748  0.4340
C: -0.569289 2.912314 -1.108766  -0.0199
C: -0.096270 1.262594 4.640987  -0.8211
H: 0.466695 -1.825724 5.893535  0.4344
H: 0.204274 -2.412823 3.495575  0.4259
H: -0.581377 3.017868 2.819028  0.3285
H: 0.358971 4.564553 1.717813  0.4583
H: 0.236213 6.473423 0.190151  0.3826
H: -0.434549 6.161450 -2.167554  0.4041
H: -0.958446 4.602464 -4.033601  0.3928
H: -1.313974 2.255308 -4.796453  0.4253
H: -1.149873 0.415006 -3.125276  0.4036
H: -0.185878 2.291361 4.969256  0.4527
Cl: -2.876819 -0.318929 -0.339466  -0.1556
C: -2.203683 -1.738831 -1.088520  1.1532
C: -0.814489 -1.783661 -1.166740  -1.2468
C: -0.310815 -2.963093 -1.701360  1.0204
Cl: 1.427942 -3.066185 -1.712969  -0.2048
C: -1.092047 -4.004998 -2.182560  -0.6098
Cl: -0.371662 -5.421028 -2.852485  -0.2288
C: -2.479508 -3.887514 -2.111722  0.9243
Cl: -3.485977 -5.151013 -2.709456  -0.2241
C: -3.046233 -2.745961 -1.545083  -0.6004
Cl: -4.760916 -2.603780 -1.420229  -0.2237
F: 3.612822 -0.933774 3.501389  -0.2657
C: 3.526231 0.195997 2.793379  0.5202
F: 4.777792 0.562609 2.456286  -0.2665
F: 3.029432 1.153476 3.596354  -0.2341
C: 2.656140 0.028262 1.515627  0.9767
O: 2.345339 1.089512 0.933204  -0.7904
O: 2.360550 -1.124431 1.171706  -0.6193
F: 3.612162 -0.905050 -1.208403  -0.1817
C: 4.030915 0.185756 -1.875333  0.2957
F: 4.410815 1.081660 -0.953022  -0.2876
F: 5.135720 -0.149734 -2.559932  -0.3187
C: 2.833979 0.705493 -2.774889  1.2891
O: 1.661901 0.249463 -2.327271  -0.4977
C: 3.078503 0.233883 -4.240310  0.3010
F: 3.347465 -1.079923 -4.277043  -0.2384
F: 1.981136 0.437958 -4.982345  -0.2196
F: 4.098902 0.883736 -4.841341  -0.2797
C: 2.868840 2.272689 -2.754221  0.3239
F: 2.371290 2.718525 -1.590160  -0.0431
F: 4.093657 2.804293 -2.898551  -0.3198
F: 2.106596 2.786857 -3.735665  -0.2796

Cartesian forces (eV/Å) of the 2 atoms listed first:
-2.3 -0.3 -1.6
0.0 0.0 0.0



(2)
Density functional theory data (ωB97M-V/def2-TZVPD) for a molecular structure, C28H14Cl6N3O4Tl.

- electronic energy (eV) = -121752.7415
- HOMO level (eV) = -8.0
- HOMO-LUMO gap (eV) = 6.803

Last column: Mulliken charge in e.
Positions of all 56 atoms, in Å:
Tl: 0.413840 1.011238 0.054621  2.0526
Cl: 2.913505 -3.833091 -4.839710  -0.2515
C: 2.706299 -2.641954 -3.590323  0.1358
C: 3.547233 -1.519969 -3.557078  -0.5767
C: 3.395579 -0.570890 -2.583335  -0.6244
C: 2.393766 -0.673986 -1.588492  0.2149
O: 2.337904 0.235508 -0.662874  -0.7069
C: 1.546359 -1.815723 -1.638513  0.5910
C: 0.502026 -2.089405 -0.707261  0.4172
N: 0.028682 -1.302133 0.202032  0.1993
C: -0.983154 -1.725395 1.083968  0.5693
C: -1.577568 -2.961429 1.096275  -0.8871
C: -2.565239 -3.295409 2.043462  -1.0283
C: -2.966809 -2.398286 2.986618  -0.9107
C: -2.393439 -1.106746 3.005330  1.0025
C: -2.778122 -0.116273 3.935323  -0.5585
C: -2.211359 1.121959 3.887271  -1.1306
C: -1.254509 1.384647 2.892064  0.1060
N: -0.865062 0.479490 2.026518  0.3004
C: -1.407906 -0.766266 2.056054  0.0590
C: 1.734707 -2.788462 -2.647388  -1.1286
H: 4.314676 -1.412739 -4.312513  0.4159
H: 4.035447 0.300587 -2.552398  0.4524
H: 0.080059 -3.090575 -0.807809  -0.0348
H: -1.299569 -3.718153 0.376715  0.3945
H: -3.001959 -4.284463 2.011756  0.4016
H: -3.722301 -2.653605 3.718039  0.4170
H: -3.533004 -0.355373 4.674357  0.4421
H: -2.491573 1.905210 4.576378  0.4502
H: -0.820821 2.370692 2.802874  0.3194
H: 1.086698 -3.656239 -2.674141  0.4176
O: 0.211935 4.925929 1.611090  -0.7254
C: 0.516617 3.805469 1.257172  0.1968
O: -0.138665 3.076779 0.414397  -0.6108
C: 1.767278 3.183480 1.871859  0.6875
C: 2.591849 3.932313 2.696005  -0.8657
C: 3.706348 3.319500 3.242372  -0.2461
C: 3.962484 1.987119 2.950522  -0.8416
C: 3.091994 1.311024 2.116017  -0.2691
N: 2.017058 1.905228 1.601706  -0.0826
H: 2.338656 4.965174 2.882729  0.5540
H: 4.374537 3.875238 3.887123  0.4208
H: 4.827135 1.479372 3.353603  0.4060
H: 3.251177 0.280708 1.826811  0.5247
Cl: -4.997974 -0.584777 -5.053505  -0.2013
C: -3.597637 -0.170019 -4.139916  0.4928
C: -3.714307 0.259663 -2.824106  -0.1841
Cl: -5.268982 0.374427 -2.091419  -0.1942
C: -2.581405 0.597205 -2.093023  0.8513
Cl: -2.733602 1.139928 -0.456051  -0.1692
C: -1.287968 0.522015 -2.637721  -0.7412
O: -0.193726 0.812517 -2.002730  -0.6815
C: -1.199762 0.073997 -3.975453  0.5352
Cl: 0.375990 -0.048422 -4.658760  -0.1478
C: -2.325629 -0.259676 -4.710401  -0.0378
Cl: -2.157788 -0.796982 -6.336149  -0.1913

Cartesian forces (eV/Å) of the 2 atoms listed first:
0.1 -0.2 0.2
0.0 0.0 0.0



(3)
Density functional theory data (ωB97M-V/def2-TZVPD) for a molecular structure, C28H15BrCl8FMoN2O4 at a distorted geometry.

- electronic energy (eV) = -215212.9726
- HOMO level (spin up / spin down) (eV) = -10.6 / -10.6
- HOMO-LUMO gap (spin up / spin down) (eV) = 5.290 / 5.117
- total charge = +1
- expectation value of S² = 2.125
- ΔE to the lowest compared entry with this formula, charge and spin (kcal/mol) = 283.22
- spin multiplicity = 3

Last column: Mulliken charge in e.
Positions of all 60 atoms, in Å:
Mo: -0.330138 0.108025 1.231059  0.2441
C: -1.437849 1.394001 -0.793919  0.9568
O: -2.228940 0.885246 -1.657507  -0.5235
C: -3.336550 0.176147 -1.031765  0.2858
C: -4.327457 0.922804 -0.443260  -0.5978
C: -5.408834 0.226601 0.073855  -0.3890
Br: -6.792247 1.184585 0.916224  -0.1621
C: -5.461968 -1.150686 -0.013499  -0.6053
C: -4.413815 -1.888970 -0.562683  0.8188
C: -3.299434 -1.207972 -1.067595  0.5541
O: -2.171616 -1.778792 -1.567502  -0.7193
C: -4.556388 -3.350116 -0.612266  -0.0219
N: -5.720048 -3.930453 -0.674088  -0.7200
C: -5.453674 -5.287232 -0.710272  0.5072
C: -6.329047 -6.371292 -0.800828  -0.7185
C: -5.778901 -7.633935 -0.794189  -0.5169
C: -4.388729 -7.832446 -0.706235  -0.4397
C: -3.508710 -6.773968 -0.629161  -0.9594
C: -4.072320 -5.500803 -0.644165  0.5963
N: -3.509384 -4.239486 -0.612523  -0.0569
H: -1.610659 2.999347 0.354358  0.6216
H: -0.243561 3.203185 -0.777000  0.7011
H: -1.213948 1.654877 1.192814  0.3551
H: -4.262764 2.002412 -0.416104  0.5770
H: -6.319392 -1.694683 0.357846  0.6280
H: -2.355672 -2.660307 -1.922272  0.3687
H: -7.395515 -6.212276 -0.881649  0.4523
H: -6.426803 -8.497997 -0.853569  0.3888
H: -4.002723 -8.842998 -0.700900  0.3926
H: -2.439519 -6.923270 -0.558366  0.4191
H: -2.534823 -4.067268 -0.410796  0.3022
Cl: 3.099927 0.311647 -0.858711  -0.1093
C: 2.077415 1.618843 -0.543060  0.4049
C: 0.799977 1.448419 -0.108207  -0.4302
C: 0.227922 3.195697 1.220606  -0.0037
Cl: -0.497988 2.218768 0.188428  -1.4259
C: 1.171656 4.091840 1.420060  0.1559
Cl: 1.209768 5.274794 2.631399  -0.0968
C: 2.195812 4.049592 0.330154  0.3570
Cl: 3.122632 5.477008 0.225990  -0.1292
C: 2.569163 2.990834 -0.520943  0.2024
Cl: 3.926546 3.262127 -1.537837  -0.1547
F: 0.941403 3.068326 6.501093  -0.3277
C: 0.682076 2.426339 5.359550  0.4573
C: 1.736115 1.862421 4.660728  -0.8062
C: 1.463875 1.184525 3.486209  -0.3408
C: 0.152968 1.060757 3.013863  0.2484
C: -0.883985 1.675613 3.736606  -0.1884
C: -0.624913 2.356986 4.916075  -0.7517
H: 2.744551 1.968797 5.036965  0.4932
H: 2.283085 0.741567 2.929730  0.6162
H: -1.908580 1.596003 3.394004  0.4214
H: -1.413916 2.825021 5.488712  0.4830
Cl: 0.530256 -4.917790 3.812480  -0.0803
C: 0.415651 -3.219675 3.465161  0.6631
Cl: -0.844262 -2.451521 4.463595  -0.1136
Cl: 1.961512 -2.393693 3.745481  -0.1109
C: 0.014870 -2.975158 1.992108  -0.0791
O: -0.226979 -3.848524 1.215117  -0.5042
O: -0.098037 -1.690112 1.709026  -0.5895

Cartesian forces (eV/Å) of the 2 atoms listed first:
-1.0 1.2 -1.3
-2.4 -5.9 -0.2